Below is C14H23O5P in the gas phase at a distorted geometry, with properties calculated with ωB97M-V/def2-TZVPD.

Structure (XYZ):
```
43
Properties=species:S:1:pos:R:3:forces:R:3
C 4.5582 2.3174 0.6460 0.1 -0.1 -0.2
C 4.4694 1.9253 -0.8238 -0.2 -0.1 0.1
C 3.1678 1.1899 -1.1349 0.6 0.1 0.1
C 3.1437 -0.2212 -0.5842 -0.2 0.1 -0.1
O 4.1171 -0.7546 -0.0933 0.2 0.1 0.0
C 1.8507 -0.9006 -0.6977 -0.4 -0.9 0.3
C 1.5360 -2.1466 -0.1951 0.7 0.7 0.0
O 0.2488 -2.4356 -0.4564 0.0 -0.3 0.2
C -0.2855 -1.3885 -1.1356 0.4 0.8 -0.4
C 0.6488 -0.4186 -1.3075 -0.3 -0.5 0.1
H 0.4935 0.5158 -1.8043 -0.1 0.3 -0.1
C -1.7199 -1.4351 -1.5006 -0.2 0.6 0.5
P -2.5955 -0.1082 -0.5795 -0.5 -1.1 0.1
O -2.1407 1.2748 -0.7481 0.2 0.1 -0.2
O -4.0927 -0.3947 -1.0779 0.8 -0.2 0.2
C -5.0369 0.6685 -1.0352 -0.6 0.5 0.0
C -5.5592 0.9044 0.3715 0.2 -0.2 -0.3
H -5.9553 -0.0204 0.7836 -0.1 0.0 0.1
H -4.7480 1.2524 1.0075 0.0 0.1 0.1
H -6.3447 1.6554 0.3538 -0.1 0.1 0.0
H -5.8438 0.3671 -1.7091 0.1 0.1 0.1
H -4.5625 1.5793 -1.4154 -0.1 -0.1 -0.1
O -2.5786 -0.6077 0.9506 -0.1 -0.2 -1.0
C -1.9649 0.1836 1.9591 0.4 0.4 0.6
C -0.5571 -0.3010 2.2621 -0.3 0.0 -0.2
H -0.1625 0.2329 3.1224 0.1 0.1 0.1
H -0.5666 -1.3664 2.4781 0.0 -0.1 0.1
H 0.0908 -0.1198 1.4083 0.1 0.0 -0.1
H -2.6025 0.0924 2.8438 0.0 0.1 -0.1
H -1.9389 1.2282 1.6319 -0.1 -0.1 0.1
H -2.1494 -2.3975 -1.2312 -0.1 0.0 0.0
H -1.8703 -1.2500 -2.5639 -0.1 0.0 0.0
C 2.3525 -3.1387 0.5426 -0.2 0.0 0.0
H 3.2890 -2.6776 0.8408 0.0 0.0 0.0
H 2.5690 -3.9965 -0.0942 0.0 -0.1 0.0
H 1.8112 -3.4960 1.4168 0.0 -0.1 0.1
H 3.0267 1.1119 -2.2165 -0.1 0.0 0.0
H 2.3152 1.7397 -0.7311 -0.1 0.0 -0.1
H 4.5330 2.8204 -1.4463 0.0 0.0 0.0
H 5.3091 1.2745 -1.0735 0.0 0.1 -0.1
H 4.5313 1.4294 1.2719 0.0 0.0 0.1
H 5.4869 2.8479 0.8425 0.1 0.1 0.1
H 3.7271 2.9641 0.9220 -0.1 0.1 0.1
```
Forces are in eV/Å.

Results
Kohn-Sham gap in eV: 9.353
ΔE to the lowest compared entry with this formula, charge and spin in kJ/mol: 0.0
Multiplicity: 1
SMILES: CCCC(=O)c1cc(CP(=O)(OCC)OCC)oc1C
Total charge: 0